(1)
# C3H6O3P

2 unconnected molecules or ions with the total composition C3H6O3P in a non-equilibrium geometry (the ωB97M-V functional and the def2-TZVPD basis, the OMol25 dataset).

```
! wB97M-V def2-TZVPD RIJCOSX def2/J DEFGRID3
* xyz -1 1
C -1.19569 0.08410 0.62955
C 0.91096 -3.54892 0.78185
C 0.52832 1.54582 -1.26741
O -0.58213 2.82801 0.99421
O -2.00260 0.04820 1.47352
O -2.05207 2.19159 -0.93138
P -0.86611 1.86400 -0.14509
H 1.72078 -2.90996 0.46860
H 0.99302 -3.54937 1.82043
H -0.00561 -3.26673 0.41497
H 1.24865 2.39137 -0.93355
H 0.92091 0.61156 -1.00550
H 0.38156 1.71035 -2.30019
*
```

## Properties
frontier orbital gap (alpha / beta)	8.689 / 5.052	eV
LUMO energy (alpha / beta)	3.6 / 2.1	eV
total energy	-18638.6310	eV
E_HOMO (alpha / beta)	-5.13 / -2.92	eV


(2)
# C28H48N2O26S3

A molecular structure, C28H48N2O26S3 in a non-equilibrium geometry (the ωB97M-V functional and the def2-TZVPD basis, the OMol25 dataset).

```
! wB97M-V def2-TZVPD RIJCOSX def2/J DEFGRID3
* xyz -1 2
C 0.86000 3.24596 3.55093
N -0.13805 4.27261 3.10378
O -0.36699 4.19506 1.89542
O -0.66651 4.88402 3.99417
H 0.39767 2.25908 3.53036
H 1.07844 3.51603 4.58410
H 1.79894 3.28271 2.99855
C -3.47637 -0.65683 -3.31173
N -3.07455 -0.05879 -4.62019
O -2.95979 1.22969 -4.67280
O -2.80442 -0.85214 -5.54394
H -4.20235 0.03113 -2.87843
H -2.59750 -0.70410 -2.66872
H -3.90311 -1.62753 -3.56419
O 2.92615 -0.49999 3.08514
C 4.16474 -0.37091 2.80044
O 4.64232 -0.59805 1.52234
C 5.94787 0.02987 1.33565
C 6.43817 0.37634 2.75862
C 5.29059 0.04094 3.74625
H 5.82599 0.90662 0.69960
H 6.54926 -0.74693 0.86340
H 6.76120 1.38944 2.99822
H 7.23363 -0.23711 3.18173
H 5.06569 0.90740 4.36816
H 5.66046 -0.76129 4.38478
O 6.17683 -0.14430 -1.87528
C 5.20169 0.11129 -2.52844
O 5.10237 0.01775 -3.87448
C 3.89724 0.57076 -4.47709
C 3.41668 1.32993 -3.33071
C 3.87167 0.73861 -2.05378
H 3.04394 -0.01192 -4.82415
H 4.09870 1.22904 -5.32218
H 2.32794 1.32919 -3.38340
H 3.77865 2.35021 -3.45764
H 3.07645 0.08228 -1.70030
H 4.07779 1.62832 -1.45875
O -7.52189 -2.67437 1.05930
C -7.61654 -1.81744 0.18155
O -8.63634 -1.65631 -0.63796
C -8.52736 -0.60442 -1.54958
C -7.08598 -0.37659 -1.49499
C -6.57814 -0.79005 -0.08800
H -9.08134 0.31212 -1.34666
H -8.70662 -0.89442 -2.58489
H -6.93956 0.63484 -1.87404
H -6.52876 -0.96392 -2.22481
H -6.55366 -0.04248 0.70487
H -5.56221 -1.17133 -0.19108
O 2.52850 3.82704 -0.06329
C 3.64912 4.15663 0.27732
O 4.63514 4.22112 -0.61005
C 5.87424 4.66991 -0.01560
C 5.60482 4.93175 1.47082
C 4.18706 4.26029 1.71484
H 6.35466 5.57450 -0.38841
H 6.68223 3.93864 0.00656
H 5.63536 5.97515 1.78464
H 6.30444 4.33469 2.05574
H 3.66459 4.95693 2.37045
H 4.31042 3.26766 2.14795
O -4.08138 -3.13416 -0.54639
C -3.56120 -3.80600 0.35677
O -2.38251 -4.36870 0.21725
C -1.97715 -5.01728 1.49582
C -3.27966 -5.27998 2.27025
C -4.14248 -4.01952 1.79524
H -1.37460 -4.32363 2.08224
H -1.43805 -5.96296 1.55219
H -3.17543 -5.33404 3.35390
H -3.66630 -6.29009 2.13500
H -3.98036 -3.09069 2.34215
H -5.21264 -4.22077 1.84387
C -5.10749 0.75069 3.23873
C -4.18030 1.84823 3.81652
O -3.63813 1.39923 5.00693
S -3.41153 -0.18126 5.00053
O -3.53160 -0.76158 6.30346
O -2.21158 -0.40327 4.19172
O -4.79847 -0.32453 4.17028
H -5.10789 0.51032 2.17556
H -6.15866 1.03681 3.27411
H -4.72606 2.76653 4.03328
H -3.41805 2.04727 3.06322
C 3.04986 -3.45406 -5.13016
C 2.15715 -3.16737 -6.30261
O 0.91994 -2.80068 -5.68226
S 1.08742 -2.54748 -4.00391
O 0.59452 -3.64513 -3.10594
O 0.87671 -1.10116 -3.66052
O 2.70068 -2.68410 -4.06181
H 4.01095 -3.05517 -5.45465
H 2.97999 -4.49036 -4.79956
H 2.01973 -4.10631 -6.83889
H 2.43430 -2.40257 -7.02814
C 0.24185 0.53187 -0.79523
C 0.51507 0.96973 0.67385
O -0.60526 0.59356 1.38780
S -1.46494 -0.56294 0.66935
O -2.89539 -0.45990 0.88013
O -0.91353 -1.96666 0.90073
O -1.03881 0.09055 -0.78220
H 1.00816 -0.17673 -1.10944
H 0.28507 1.37977 -1.47883
H 0.64111 2.03573 0.86321
H 1.34334 0.42443 1.12631
*
```

## Properties
frontier orbital gap (alpha / beta)	1.584 / 6.943	eV
expectation value of S²	0.75
LUMO energy (alpha / beta)	1.4 / 1.4	eV
total energy	-118521.9664	eV
E_HOMO (alpha / beta)	-0.19 / -5.55	eV


(3)
# C4H8N3OS

A gas-phase ion, C4H8N3OS (charge +1) in a non-equilibrium geometry (the ωB97M-V functional and the def2-TZVPD basis, the OMol25 dataset).

```
! wB97M-V def2-TZVPD RIJCOSX def2/J DEFGRID3
* xyz 1 1
H 3.93449 -1.53740 -0.24662
N 2.95494 -1.52094 0.07676
C 2.55691 -2.43189 0.73173
S 0.89236 -1.99288 1.35894
N 0.49976 -0.39124 1.03590
C -0.53643 0.34107 0.49336
O -1.77017 -0.12780 0.64003
C -0.35294 1.49161 -0.25637
C -1.39784 2.00886 -0.97452
N -2.52624 1.37391 -1.23634
H 2.64704 -3.54979 0.74030
H 1.44862 0.09012 1.09732
H -1.65847 -1.07280 1.03438
H 0.54236 2.02854 -0.35440
H -1.30143 3.04853 -1.45481
H -3.36146 1.89172 -1.51105
H -2.57150 0.35038 -1.17461
*
```

## Properties
frontier orbital gap	8.177	eV
LUMO energy	-4.2	eV
total energy	-21621.6724	eV
E_HOMO	-12.41	eV


(4)
# C11H23ClMgNO2P2

A molecular structure, C11H23ClMgNO2P2 in a non-equilibrium geometry (the ωB97M-V functional and the def2-TZVPD basis, the OMol25 dataset).

```
! wB97M-V def2-TZVPD RIJCOSX def2/J DEFGRID3
* xyz 1 1
Mg 0.27960 0.83422 0.85438
P 2.43471 -0.97546 1.55928
C 2.38040 -1.38673 -0.20718
C 1.16601 -1.51814 -0.93228
N 0.01410 -0.89365 -0.43383
C -1.13079 -1.24589 -1.07329
C -1.25954 -2.23355 -2.06753
C -0.08456 -2.76312 -2.57360
C 1.12669 -2.36980 -2.06035
C -2.48873 -0.68393 -0.61577
P -2.51555 1.06612 -0.00860
H 2.08531 -2.70078 -2.46355
H -2.25120 -2.48791 -2.39699
H -0.15729 -3.46215 -3.35702
H -3.27069 -0.74864 -1.39866
H -2.94758 -1.26494 0.19451
H 2.47264 2.22630 -0.63425
H 3.27751 -1.22411 -0.85294
H 0.65823 6.02604 0.31903
O 1.77011 1.45096 -0.73153
H 1.22604 1.89123 -1.42714
H -1.37307 0.67229 1.11387
O -0.05016 5.40860 0.14969
H -0.10462 4.67153 0.78357
C -2.84268 2.19598 -1.38550
H -3.86199 2.16709 -1.79275
H -2.68445 3.23577 -1.06452
H -2.17907 2.00541 -2.23231
C -3.89587 1.29300 1.17671
H -3.74642 2.26275 1.68963
H -4.91470 1.33746 0.74845
H -3.94158 0.49898 1.94612
C 2.35378 -2.75413 2.06526
H 3.26423 -3.24799 1.69550
H 2.25338 -2.86059 3.15062
H 1.46192 -3.16992 1.57165
C 4.21463 -0.49656 1.82348
H 4.30074 -0.24592 2.89557
H 4.91548 -1.30862 1.59319
H 4.46604 0.40239 1.24738
Cl -0.42099 0.39637 3.13169
*
```

## Properties
frontier orbital gap	3.833	eV
LUMO energy	-4.8	eV
total energy	-53902.7255	eV
E_HOMO	-8.62	eV


(5)
# C5H10N4O

2 unconnected molecules or ions with the total composition C5H10N4O in a non-equilibrium geometry (the ωB97M-V functional and the def2-TZVPD basis, the OMol25 dataset).

```
! wB97M-V def2-TZVPD RIJCOSX def2/J DEFGRID3
* xyz 0 1
C 2.66163 -0.28112 -0.81397
C 3.22062 -0.14005 0.44330
C 1.09805 0.26867 0.53041
C -0.82731 -1.92270 0.92542
C -1.71863 1.76946 -1.11947
N 1.27280 0.02418 -0.71560
N -1.50800 -0.82628 0.25050
N -1.77310 1.42757 0.24834
N -1.34710 0.35555 0.86005
O 2.15340 0.15635 1.34230
H 3.18751 -0.52602 -1.71624
H 4.18829 -0.43300 0.71279
H 0.24774 -2.04875 0.60038
H -0.77913 -1.78030 2.05341
H -1.43881 -2.77854 0.57278
H -1.79917 0.86634 -1.63137
H -2.64726 2.29724 -1.36691
H -0.87602 2.39274 -1.41840
H -1.42845 -0.98156 -0.71362
H -1.88705 2.16022 0.95593
*
```

## Properties
frontier orbital gap (alpha / beta)	7.627 / 7.632	eV
LUMO energy (alpha / beta)	0.4 / 0.4	eV
total energy	-13349.0803	eV
E_HOMO (alpha / beta)	-7.27 / -7.27	eV


(6)
# C4H9O2

2 unconnected molecules or ions with the total composition C4H9O2 in a non-equilibrium geometry (the ωB97M-V functional and the def2-TZVPD basis, the OMol25 dataset).

```
! wB97M-V def2-TZVPD RIJCOSX def2/J DEFGRID3
* xyz 0 2
C -1.68872 2.28291 -1.99145
C -1.62165 1.78299 -0.53440
H -1.66312 3.41182 -2.11891
H -0.89206 1.81387 -2.48874
H -2.55095 1.77435 -2.46162
H -2.64669 1.67445 -0.08411
H -0.82690 2.24178 -0.14498
H -1.24633 0.66077 -0.59297
C 0.27501 -1.63341 -0.24054
C 1.01937 -1.05870 0.93350
O 0.72665 -1.41856 2.06711
O 2.01965 -0.37498 0.50122
H 0.03567 -1.06989 -1.13993
H -0.70448 -1.82534 0.15218
H 0.62042 -2.57622 -0.67015
*
```

## Properties
frontier orbital gap (alpha / beta)	11.741 / 7.707	eV
expectation value of S²	0.75
LUMO energy (alpha / beta)	0.8 / -3.2	eV
total energy	-8385.8244	eV
E_HOMO (alpha / beta)	-10.99 / -10.88	eV


Repeat the third record exactly.
# C4H8N3OS

A gas-phase ion, C4H8N3OS (charge +1) in a non-equilibrium geometry (the ωB97M-V functional and the def2-TZVPD basis, the OMol25 dataset).

```
! wB97M-V def2-TZVPD RIJCOSX def2/J DEFGRID3
* xyz 1 1
H 3.93449 -1.53740 -0.24662
N 2.95494 -1.52094 0.07676
C 2.55691 -2.43189 0.73173
S 0.89236 -1.99288 1.35894
N 0.49976 -0.39124 1.03590
C -0.53643 0.34107 0.49336
O -1.77017 -0.12780 0.64003
C -0.35294 1.49161 -0.25637
C -1.39784 2.00886 -0.97452
N -2.52624 1.37391 -1.23634
H 2.64704 -3.54979 0.74030
H 1.44862 0.09012 1.09732
H -1.65847 -1.07280 1.03438
H 0.54236 2.02854 -0.35440
H -1.30143 3.04853 -1.45481
H -3.36146 1.89172 -1.51105
H -2.57150 0.35038 -1.17461
*
```

## Properties
frontier orbital gap	8.177	eV
LUMO energy	-4.2	eV
total energy	-21621.6724	eV
E_HOMO	-12.41	eV